(1)
Computed, not measured: a molecular structure, C35H61BN8O2PS5W, with the ωB97M-V functional and the def2-TZVPD basis.

```
114
Properties=species:S:1:pos:R:3
W 0.33697 -0.05973 -0.20615
C 2.85158 -4.02978 2.48242
C 1.51042 -4.11005 1.83072
C 0.86095 -5.28113 1.55388
C -0.40630 -5.28277 0.93037
N -1.01584 -4.15772 0.64183
N -0.38922 -3.02499 0.91588
B -1.10094 -1.63810 0.80202
N -2.52334 -1.80158 0.19409
N -3.38226 -2.54184 0.91271
C -4.58874 -2.72091 0.45329
C -4.98405 -2.17164 -0.79524
C -4.13750 -1.38351 -1.50689
C -4.49765 -0.73062 -2.80099
C -2.85024 -1.18111 -0.93524
S -1.73146 -0.10207 -1.61739
C -5.58072 -3.49981 1.29780
C -6.13900 -4.67163 0.47737
C -4.91653 -4.02285 2.56723
C -6.72649 -2.55021 1.68299
N -1.37971 -1.26105 2.32767
N -1.40337 -2.21054 3.24516
C -1.68536 -1.88379 4.48602
C -2.04440 -0.55940 4.81044
C -2.01482 0.42671 3.85907
C -2.35377 1.85488 4.13601
C -1.59889 0.02118 2.57445
S -1.32872 1.10231 1.25907
C -1.57416 -3.00834 5.50767
C -2.59077 -4.10311 5.16573
C -1.82506 -2.50726 6.92975
C -0.15382 -3.58758 5.42118
C 0.82854 -2.94211 1.44068
S 1.47975 -1.35104 1.56764
C -1.11084 -6.58448 0.59904
C -2.47424 -6.31604 -0.03196
C -0.23645 -7.37366 -0.38733
C -1.30276 -7.39216 1.89112
H 3.27043 -5.02162 2.63706
H 2.77335 -3.53004 3.45052
H 3.53786 -3.44139 1.87131
H 1.32904 -6.22480 1.80348
H -5.98149 -2.36637 -1.16752
H -5.52500 -0.95825 -3.07595
H -3.83623 -1.07234 -3.59956
H -4.38453 0.35254 -2.72834
H -5.34278 -5.33401 0.13538
H -6.70262 -4.33380 -0.39380
H -6.82068 -5.25416 1.09758
H -4.05782 -4.65594 2.34058
H -5.63842 -4.60472 3.14095
H -4.56443 -3.19933 3.18883
H -7.25748 -2.17142 0.80803
H -6.35379 -1.69830 2.25524
H -7.44993 -3.08333 2.30073
H -2.32367 -0.31166 5.82505
H -2.65855 1.98897 5.17136
H -3.16306 2.19031 3.48507
H -1.49546 2.49895 3.93511
H -3.61318 -3.72572 5.22644
H -2.49436 -4.92641 5.87484
H -2.42224 -4.48727 4.15897
H -2.84394 -2.13647 7.05980
H -1.12344 -1.72075 7.21620
H -1.69126 -3.33354 7.62722
H 0.04274 -3.97904 4.42193
H -0.04727 -4.40235 6.13833
H 0.59620 -2.82867 5.65659
H -2.38279 -5.74589 -0.95777
H -3.11409 -5.75448 0.64921
H -2.95799 -7.26694 -0.25796
H -0.07981 -6.80966 -1.30899
H -0.72936 -8.31211 -0.64280
H 0.73914 -7.61851 0.03623
H -1.88861 -6.83032 2.62191
H -0.35279 -7.66998 2.35072
H -1.83789 -8.31533 1.66708
C 5.69229 -2.53811 -2.00443
C 4.66782 -2.52441 -3.11107
O 3.31380 -2.64723 -2.55416
P 2.36783 -1.41288 -2.36054
S 0.60741 -2.07778 -1.71667
S 2.89568 -0.04261 -1.02116
O 2.28511 -0.65988 -3.75013
C 1.67830 -1.31945 -4.90807
C 0.39616 -0.60997 -5.26504
H 6.69036 -2.53585 -2.44379
H 5.58946 -3.43896 -1.40034
H 5.60054 -1.66431 -1.36063
H 4.77059 -3.38567 -3.76584
H 4.71983 -1.61831 -3.71584
H 1.51143 -2.37321 -4.67894
H 2.41692 -1.25067 -5.70332
H -0.33938 -0.71156 -4.46431
H -0.02503 -1.04215 -6.17291
H 0.59012 0.44627 -5.45696
N 1.47910 1.57456 0.96901
C 1.29150 3.05662 0.81084
C 1.83960 3.59219 -0.50898
C 0.78112 3.88285 -1.57886
C -0.24154 2.77602 -1.78090
N 0.43064 1.44636 -1.92518
H 1.25349 1.36266 1.94018
H 2.48183 1.40273 0.89015
H 1.80034 3.53242 1.64898
H 0.23047 3.27294 0.92253
H 2.60732 2.90992 -0.88983
H 2.37028 4.52344 -0.31176
H 1.28459 4.09816 -2.52384
H 0.23382 4.78883 -1.31100
H -0.83994 2.97964 -2.66743
H -0.93696 2.72295 -0.94328
H 1.42926 1.59178 -2.07244
H 0.12168 0.99328 -2.78411
```

2S+1: 2
<S²>: 0.760
Lowest unoccupied orbital energy (spin up / spin down), eV: -5.12 / -5.71
HOMO-LUMO gap (spin up / spin down), hartree: 0.2792 / 0.2648
Energy above the lowest of the compared OMol25 structures with the same formula, charge and spin, eV: 0.000
Max |F|, eV/A: 0.40
Net charge: +2

=====

(2)
Computed, not measured: a gas-phase ion, C6H12BrN2O2 (charge +1) at a distorted geometry, with the ωB97M-V functional and the def2-TZVPD basis.

```
23
Properties=species:S:1:pos:R:3
C 0.97590 -0.01727 -0.48955
C -0.05987 -0.60009 0.39449
C 0.49418 -0.03879 -1.99517
C 2.37740 -0.47640 -0.27651
C -2.23009 -0.03073 1.49016
C -1.46398 -0.34426 0.19928
N 0.97641 1.45828 -0.02531
N 0.43557 1.53306 1.09120
O 1.49807 2.28664 -0.72548
O 0.47707 2.68377 1.73889
Br 0.53576 -1.76869 1.75759
H -0.26663 0.81518 -2.16636
H 0.04636 -1.05163 -2.14203
H 1.35071 0.08792 -2.80585
H 2.41440 -1.26878 -1.03772
H 2.48630 -0.90031 0.77195
H 3.18667 0.18670 -0.75739
H -2.33496 -0.75172 2.26747
H -3.24536 0.30300 1.34350
H -1.59649 0.71528 2.00071
H -1.48416 0.46635 -0.55455
H -2.06341 -1.24001 -0.23631
H 0.98236 3.29337 1.14904
```

Lowest unoccupied orbital energy, eV: -6.61
HOMO-LUMO gap, hartree: 0.2674
Energy above the lowest of the compared OMol25 structures with the same formula, charge and spin, eV: 1.909
Max |F|, eV/A: 2.67
Net charge: +1

=====

(3)
Computed, not measured: C16H14N8O3 in the gas phase at a distorted geometry, with the ωB97M-V functional and the def2-TZVPD basis.

```
41
Properties=species:S:1:pos:R:3
N -2.62928 8.12389 2.97594
O -1.53836 5.70893 -2.54631
O -0.46031 7.35373 -1.59405
N -1.22541 7.50145 1.04790
N -0.36077 1.97394 0.82896
N -0.47355 1.33483 -0.23403
N -1.94474 7.87942 2.00871
O -0.93432 -0.46018 2.00915
C 1.68467 -3.88536 -2.05007
C 1.13312 -3.99781 -0.77522
C -0.77409 5.38521 2.11661
C -0.58840 4.00423 2.03450
C -0.10408 -2.24879 0.69497
C 0.23917 -0.55951 -1.49641
C -0.72589 4.12120 -0.37123
C -0.94485 6.13782 0.92697
C -0.57182 3.34588 0.80801
C -0.25145 -0.04367 -0.29249
C -0.48283 -0.92282 0.79271
C 0.48667 -2.74568 -0.46345
C 0.65723 -1.89840 -1.57191
C -0.86641 5.51336 -0.36442
N 1.32632 -2.64672 -2.54362
N 0.88004 -7.64969 0.36854
N -0.97784 6.24931 -1.54659
C 1.23125 -5.19173 0.16247
C 1.14001 -6.51098 -0.56487
H -0.99918 0.53934 1.93156
H 2.22766 -4.67084 -2.54538
H -0.80100 5.86128 3.07721
H -0.39800 3.46441 2.95756
H -0.14814 -2.87396 1.58138
H 0.37216 0.06906 -2.37326
H -0.73079 3.60779 -1.35710
H 1.62590 -2.30988 -3.45291
H -0.08553 -7.63260 0.68326
H 1.07391 -8.53823 -0.05796
H 0.38381 -5.13988 0.83759
H 2.15793 -5.15023 0.74327
H 0.33282 -6.43897 -1.27285
H 2.06438 -6.65916 -1.11314
```

Lowest unoccupied orbital energy, eV: -1.22
HOMO-LUMO gap, hartree: 0.2494
Energy above the lowest of the compared OMol25 structures with the same formula, charge and spin, eV: 0.000
Max |F|, eV/A: 8.30

=====

(4)
Computed, not measured: a molecular structure, C4H3Li2MnO2 at a distorted geometry, with the ωB97M-V functional and the def2-TZVPD basis.

```
12
Properties=species:S:1:pos:R:3
C -0.88446 -0.80920 0.00983
O -1.73434 -0.23755 0.66276
Li -3.31746 -0.95170 1.49883
Mn 2.02924 1.26437 0.09601
C 1.58830 -1.96925 0.21928
C 1.57365 -0.72039 -0.25296
C 0.21971 -0.12403 -0.74612
O 0.21572 1.25680 -0.52263
Li -1.26772 1.90530 0.30415
H 0.33727 -2.09395 0.72534
H 0.08861 -0.39794 -1.80968
H 1.77028 -2.83632 -0.42921
```

2S+1: 7
<S²>: 12.163
Lowest unoccupied orbital energy (spin up / spin down), eV: -8.24 / -8.54
HOMO-LUMO gap (spin up / spin down), hartree: 0.2353 / 0.2579
Max |F|, eV/A: 3.73
Net charge: +2

=====

Which value of max |F| does entry 3 give? 8.30 eV/A